# 1
{
  "formula": "C2H3NO2",
  "method": "wB97M-V/def2-TZVPD",
  "symbols": ["O", "O", "N", "C", "C", "H", "H", "H"],
  "xyz": [[-3.69, 1.01, -0.08], [-2.63, -1.11, -0.33], [-1.86, -0.39, 0.68], [-2.91, 0.14, 0.03], [0.03, -0.02, 0.07], [0.52, -0.86, 0.50], [0.18, 0.95, 0.50], [-0.11, -0.03, -1.00]],
  "lowdin_spin": [0.021, 0.320, 0.740, 0.076, 0.716, 0.037, 0.044, 0.046],
  "e_homo_ev": [-6.88, -11.65],
  "orbital_gap_ev": [7.63, 8.82],
  "multiplicity": 3,
  "e_above_lowest_kcal_mol": 107.7,
  "e_lumo_ev": [0.747, -2.829],
  "e_tot_ev": -7700.2592
}

---

# 2
{
  "formula": "C3H5IN4",
  "method": "wB97M-V/def2-TZVPD",
  "symbols": ["I", "N", "N", "N", "N", "C", "C", "C", "H", "H", "H", "H", "H"],
  "xyz": [[3.06, -0.86, -0.27], [-0.35, -1.07, -0.48], [1.58, 0.50, -0.46], [1.72, 1.82, -0.03], [-0.48, 1.29, 0.06], [-1.54, -1.47, 0.33], [0.53, 2.23, 0.15], [0.15, 0.20, -0.30], [-1.23, -1.70, 1.30], [0.48, -1.56, -0.78], [0.38, 3.33, 0.30], [-2.17, -2.17, -0.17], [-2.12, -0.54, 0.34]],
  "lowdin_charge": [0.890, -0.016, -0.563, -0.027, 0.108, -0.038, -0.272, -0.450, 0.057, 0.033, 0.121, 0.076, 0.080],
  "e_homo_ev": -8.67,
  "orbital_gap_ev": 8.05,
  "e_above_lowest_kcal_mol": 10.4,
  "smiles": "CNc1ncnn1I",
  "e_lumo_ev": -0.618,
  "e_tot_ev": -17251.3641
}

---

# 3
{
  "formula": "C37H44AsLaN7O3S",
  "method": "wB97M-V/def2-TZVPD",
  "symbols": ["La", "As", "S", "O", "O", "O", "N", "N", "N", "N", "N", "N", "N", "C", "C", "C", "C", "C", "C", "C", "C", "C", "C", "C", "C", "C", "C", "C", "C", "C", "C", "C", "C", "C", "C", "C", "C", "C", "C", "C", "C", "C", "C", "C", "C", "C", "C", "C", "C", "C", "H", "H", "H", "H", "H", "H", "H", "H", "H", "H", "H", "H", "H", "H", "H", "H", "H", "H", "H", "H", "H", "H", "H", "H", "H", "H", "H", "H", "H", "H", "H", "H", "H", "H", "H", "H", "H", "H", "H", "H", "H", "H", "H", "H"],
  "xyz": [[1.91, -1.17, 0.71], [-1.33, -0.45, 0.45], [5.00, -0.89, 1.50], [3.38, -2.65, 0.46], [3.53, -0.96, -6.51], [2.78, 5.65, -2.09], [4.06, -0.36, 4.02], [-0.45, -2.06, 0.58], [6.26, 0.10, 3.54], [2.69, -0.50, 3.69], [2.67, -0.64, -1.67], [2.24, 1.30, 0.16], [3.72, -2.09, 1.75], [-2.11, -3.53, -0.43], [-3.37, 0.09, -3.04], [-4.72, -0.01, -2.70], [-1.70, 0.20, 2.17], [0.29, -4.10, -0.37], [2.51, 4.01, -0.41], [-2.30, 0.00, 4.47], [3.36, -0.13, -4.31], [-1.32, -5.64, -1.26], [2.23, 3.58, 0.89], [-2.37, -4.75, -0.99], [2.08, 2.23, 1.12], [-4.10, -0.47, -0.39], [-0.93, 0.04, -2.53], [3.11, 0.91, -3.42], [-1.98, 2.49, 0.99], [2.78, 0.63, -2.10], [2.65, 3.06, -1.40], [-4.60, -0.87, 0.97], [3.28, -1.44, -3.84], [-1.28, -2.01, 3.44], [2.54, 1.71, -1.08], [-0.77, -3.17, -0.11], [2.93, -1.64, -2.52], [-1.74, -0.58, 3.34], [0.01, -5.31, -0.95], [-3.41, 1.88, 5.71], [-2.10, 1.56, 2.16], [-2.78, 1.32, 4.48], [-2.37, -0.07, -2.11], [5.06, -0.34, 3.13], [-2.75, -0.33, -0.78], [-5.06, -0.29, -1.38], [3.75, 0.18, -5.72], [-5.78, 0.18, -3.74], [2.66, 5.48, -0.70], [-2.65, 2.08, 3.33], [2.39, -1.41, 4.05], [-1.53, 2.07, 0.08], [2.87, 3.39, -2.40], [-2.76, 1.73, 6.58], [-4.80, 0.00, 1.60], [1.33, -3.88, -0.14], [0.81, -6.01, -1.15], [4.29, -0.25, 5.00], [-2.99, 3.11, 3.33], [-0.36, -0.88, -2.30], [-6.78, 0.16, -3.31], [3.19, 1.93, -3.77], [-5.72, -0.60, -4.50], [1.80, 6.01, -0.28], [-3.91, -1.52, 1.53], [-2.37, -0.58, 5.37], [-3.61, 2.94, 5.61], [3.47, -2.27, -4.50], [-1.54, -6.60, -1.70], [-1.36, 3.34, 1.27], [-2.96, 2.88, 0.70], [-2.93, -2.85, -0.20], [7.08, -0.11, 3.00], [3.56, 5.84, -0.16], [-4.35, 1.37, 5.93], [-5.65, 1.13, -4.25], [3.87, -0.82, -7.40], [-0.86, 0.18, -3.60], [6.39, 0.57, 4.43], [4.81, 0.48, -5.73], [2.11, 4.28, 1.70], [-5.53, -1.42, 0.86], [-1.28, -2.32, 4.48], [-0.42, 0.88, -2.05], [1.83, 1.87, 2.11], [2.20, 0.23, 4.21], [-3.39, -5.04, -1.21], [3.16, 1.05, -6.06], [2.92, 6.58, -2.29], [-1.92, -2.70, 2.89], [-6.10, -0.41, -1.12], [-3.11, 0.29, -4.07], [-0.26, -2.16, 3.05], [2.87, -2.65, -2.12]],
  "lowdin_charge": [1.773, 1.397, 0.977, -0.638, -0.035, -0.036, -0.023, -0.295, 0.146, 0.010, -0.041, -0.068, -0.650, 0.023, 0.017, -0.218, -0.299, 0.009, -0.140, 0.014, -0.141, 0.028, 0.009, -0.017, -0.137, -0.261, -0.064, 0.062, -0.040, -0.202, 0.075, -0.031, 0.043, -0.041, -0.192, -0.363, -0.094, -0.270, -0.019, -0.016, -0.276, -0.217, -0.278, -0.634, -0.314, 0.019, -0.199, -0.017, -0.197, 0.013, 0.106, 0.046, 0.118, 0.098, 0.099, 0.087, 0.130, 0.172, 0.137, 0.067, 0.089, 0.126, 0.101, 0.142, 0.064, 0.135, 0.089, 0.132, 0.132, 0.096, 0.107, 0.099, 0.123, 0.147, 0.105, 0.099, 0.114, 0.095, 0.138, 0.149, 0.131, 0.098, 0.094, 0.069, 0.099, 0.107, 0.129, 0.137, 0.116, 0.090, 0.133, 0.134, 0.050, 0.113],
  "e_homo_ev": [-14.56, -14.56],
  "orbital_gap_ev": [4.04, 4.04],
  "e_above_lowest_kcal_mol": 51.8,
  "e_lumo_ev": [-10.514, -10.514],
  "total_charge": 3,
  "e_tot_ev": -128164.3506
}

---

# 4
{
  "formula": "C7H12F13HfN6O25S7",
  "method": "wB97M-V/def2-TZVPD",
  "symbols": ["Hf", "S", "S", "S", "S", "S", "S", "S", "F", "F", "F", "F", "F", "F", "F", "F", "F", "F", "F", "F", "F", "O", "O", "O", "O", "O", "O", "O", "O", "O", "O", "O", "O", "O", "O", "O", "O", "O", "O", "O", "O", "O", "O", "O", "O", "O", "N", "N", "N", "N", "N", "N", "C", "C", "C", "C", "C", "C", "C", "H", "H", "H", "H", "H", "H", "H", "H", "H", "H", "H", "H"],
  "xyz": [[-1.94, -0.07, -1.53], [-4.02, 0.53, 1.69], [-0.52, 1.96, -3.96], [-0.16, -1.12, 1.40], [0.67, 0.01, -4.19], [1.16, 0.40, 0.39], [-1.02, -3.56, -2.70], [-1.90, 3.48, -0.35], [-4.36, -1.87, 2.46], [-0.43, 3.56, 1.71], [-5.87, -0.50, 3.20], [-0.48, -4.66, -0.39], [0.72, 3.87, -0.20], [1.22, 1.07, -1.08], [-2.04, 2.18, -3.54], [0.18, -5.88, -2.16], [-0.54, 5.40, 0.67], [1.16, -0.92, -2.88], [-1.51, -1.93, 1.19], [-5.89, -1.20, 1.09], [1.26, -4.20, -1.76], [-1.17, -2.31, -2.00], [-2.07, 4.31, -1.53], [0.73, -2.25, 1.29], [-0.43, -0.48, 2.71], [-2.37, -4.18, -2.79], [-0.31, -3.31, -3.96], [-3.37, 0.29, 0.37], [-4.88, 1.75, 1.63], [1.07, 1.57, 1.23], [-1.61, 2.07, -0.71], [0.34, 1.45, 5.27], [-3.00, 3.60, 0.59], [1.79, 0.80, -4.53], [4.52, 0.14, 2.40], [3.29, -1.53, 3.09], [-3.12, 0.61, 2.81], [-3.81, -1.83, -1.12], [0.08, -0.94, -5.10], [0.15, 3.11, -3.33], [-3.76, -3.59, 0.16], [-0.61, 1.95, -5.44], [6.89, 1.93, -1.54], [2.39, -0.36, 0.27], [2.37, 1.15, 5.86], [5.60, 3.52, -2.24], [5.81, 2.60, -1.53], [-0.66, 0.59, -3.20], [-4.22, -2.88, -0.75], [4.25, -1.07, 2.41], [-0.46, -0.29, 0.06], [1.55, 1.71, 5.17], [4.67, 1.90, -0.74], [0.09, -4.67, -1.64], [-0.38, 4.11, 0.51], [-5.41, -3.47, -1.48], [5.11, -1.95, 1.68], [1.99, 2.82, 4.36], [-5.14, -0.83, 2.12], [-6.07, -2.64, -1.72], [-5.94, -4.13, -0.79], [4.92, -2.97, 2.01], [4.37, 2.58, 0.06], [6.12, -1.60, 1.91], [-5.01, -3.99, -2.35], [1.17, 3.54, 4.28], [5.07, 1.03, -0.21], [2.28, 2.49, 3.36], [3.86, 1.67, -1.43], [2.84, 3.30, 4.85], [4.80, -1.82, 0.64]],
  "lowdin_spin": [0.759, 0.001, 0.006, 0.008, 0.010, 0.019, 0.001, 0.001, 0.000, 0.000, 0.000, 0.000, 0.000, 0.005, 0.015, 0.000, 0.000, 0.006, 0.007, 0.000, 0.000, 0.011, 0.000, 0.000, -0.001, 0.000, 0.001, 0.018, 0.000, 0.010, 0.005, 0.000, 0.000, 0.011, 0.000, 0.000, 0.002, 0.016, 0.000, 0.000, 0.000, 0.000, 0.000, 0.018, 0.000, 0.000, 0.000, 0.034, 0.001, 0.000, 0.036, 0.000, 0.000, 0.000, 0.000, 0.000, 0.000, 0.000, 0.000, 0.000, 0.000, 0.000, 0.000, 0.000, 0.000, 0.000, 0.000, 0.000, 0.000, 0.000, 0.000],
  "e_homo_ev": [-2.97, -4.91],
  "orbital_gap_ev": [5.44, 7.48],
  "multiplicity": 2,
  "e_lumo_ev": [2.472, 2.573],
  "total_charge": -2,
  "e_tot_ev": -180049.0946
}

---

What is the formula in the first record? C2H3NO2